# 1
Here is the molecule C18H17ClN2OS from OMol25. Energies are from ωB97M-V/def2-TZVPD.

Computed properties:
HOMO energy in eV: -8.57
Spin multiplicity: 1
Frontier orbital gap in eV: 8.26

Positions of all 40 atoms, in Å:
Cl  -3.053  4.172  5.276
S  -2.449  -0.470  -1.161
O  1.656  1.059  1.561
N  0.998  0.102  -0.909
N  1.996  -0.276  -2.901
C  3.164  -3.543  -1.232
C  -1.228  -0.495  0.253
C  0.032  2.033  3.639
C  1.221  0.570  -2.226
C  1.610  -1.117  -0.793
C  -0.383  1.970  2.305
C  2.558  -3.306  0.053
C  -1.925  3.455  4.078
C  2.238  -1.390  -2.042
C  2.974  -2.583  -2.202
C  -0.796  2.811  4.539
C  -1.606  2.757  1.892
C  -1.653  -1.508  -2.486
C  -1.645  -0.730  -3.767
C  -2.374  3.501  2.816
C  -0.040  0.607  0.025
C  1.829  -2.091  0.229
C  0.486  1.136  1.372
H  -0.816  -1.534  0.483
H  -0.583  2.821  5.618
H  -0.653  -0.992  -4.286
H  0.753  1.434  -2.605
H  -0.626  -1.860  -2.304
H  -1.787  -0.286  1.155
H  2.687  -4.020  0.914
H  -1.829  2.967  0.790
H  -2.363  -1.063  -4.520
H  1.338  -1.845  1.145
H  -3.226  4.063  2.659
H  -2.214  -2.412  -2.681
H  0.898  1.495  4.006
H  3.375  -2.775  -3.178
H  -0.483  1.463  -0.524
H  -1.685  0.315  -3.561
H  3.600  -4.437  -1.430

Results of the natural (NBO) charge analysis, in e, for atoms 1 through 2:
1 Cl -0.037
2 S 0.162

***

# 2
Here is a cluster of 2 separate species, C32H34BF4NO2S in total from OMol25. Energies are from ωB97M-V/def2-TZVPD.

Computed properties:
HOMO energy in eV: -6.27
Spin multiplicity: 1
Frontier orbital gap in eV: 2.20

Positions of all 75 atoms, in Å:
S  -3.209  -3.472  0.308
F  -0.754  2.663  -5.758
F  3.682  0.987  -5.513
F  4.470  4.637  1.716
F  5.518  0.259  0.205
O  0.390  -2.002  0.572
O  -1.440  -1.465  -0.914
N  -2.252  3.034  3.753
C  0.386  -3.978  -0.818
C  2.952  3.525  0.261
C  0.363  2.662  -3.656
C  -2.370  1.892  1.620
C  0.708  -2.490  -0.717
C  2.679  1.886  -3.551
C  1.516  2.343  -2.858
C  -1.944  1.953  2.974
C  -1.821  -2.813  1.122
C  -4.456  -5.752  1.429
C  -1.179  0.872  3.488
C  2.590  1.561  -4.896
C  1.445  1.766  -5.663
C  2.197  -2.286  -0.974
C  1.483  2.447  -1.436
C  -2.415  -4.615  2.471
C  -1.508  -3.524  2.257
C  -3.393  -4.723  1.505
C  0.363  2.362  -5.007
C  -0.251  -1.612  -1.675
C  2.654  2.433  -0.604
C  0.341  -0.240  -1.907
C  -1.922  3.091  5.160
C  3.564  1.340  -0.626
C  -1.335  -0.261  1.366
C  -0.574  -2.261  -3.006
C  4.120  3.510  1.005
C  -2.873  4.216  3.196
C  -0.899  -0.229  2.679
C  -2.028  0.809  0.817
C  4.679  1.354  0.203
C  5.007  2.430  1.024
B  -0.987  -1.587  0.436
H  0.895  -4.516  -0.009
H  -2.331  0.808  -0.229
H  1.147  -0.273  -2.654
H  2.516  -1.271  -0.715
H  2.426  -2.495  -2.027
H  -0.344  -1.069  3.090
H  -0.699  -3.302  2.940
H  0.770  -4.374  -1.767
H  -2.082  2.116  5.642
H  -4.449  -6.337  2.353
H  -0.693  -4.170  -0.759
H  -2.486  4.417  2.187
H  -2.567  3.834  5.644
H  -5.439  -5.282  1.313
H  -2.975  2.695  1.202
H  1.388  1.474  -6.710
H  -0.411  0.465  -2.287
H  -3.968  4.106  3.116
H  2.272  4.375  0.289
H  -1.285  -1.639  -3.564
H  -2.367  -5.312  3.303
H  -0.811  0.898  4.509
H  0.347  -2.347  -3.601
H  3.611  1.726  -3.019
H  -0.867  3.375  5.323
H  -0.513  3.106  -3.180
H  0.542  2.757  -0.965
H  3.375  0.493  -1.283
H  0.770  0.184  -0.983
H  2.767  -2.990  -0.361
H  5.897  2.430  1.646
H  -1.012  -3.255  -2.859
H  -2.650  5.076  3.840
H  -4.271  -6.427  0.584

Results of the Mulliken charge analysis, in e, for atoms 1 through 2:
1 S -0.236
2 F -0.314

***

# 3
Here is a cluster of 6 separate species, C19H51NO9 in total from OMol25. Energies are from ωB97M-V/def2-TZVPD.

Computed properties:
HOMO energy in eV: -8.78
Spin multiplicity: 1
Frontier orbital gap in eV: 9.24

Positions of all 80 atoms, in Å:
O  -3.365  6.204  -1.037
O  0.010  -5.973  -5.401
O  0.185  11.555  -2.211
O  2.898  2.643  -4.693
O  2.796  -7.493  5.238
O  -2.309  -4.736  -0.530
O  2.492  -10.310  5.117
O  2.431  -1.162  6.234
O  1.624  0.013  -5.641
N  -1.324  8.400  -1.686
C  -3.805  4.825  -0.840
C  -0.044  10.372  -1.487
C  1.285  -0.470  6.684
C  2.036  1.836  -4.051
C  -1.785  -5.668  -7.163
C  0.961  1.172  -5.003
C  -1.760  -3.873  0.416
C  -2.142  6.511  -0.321
C  3.295  -8.238  6.308
C  1.377  -0.150  8.168
C  2.474  -9.598  6.364
C  -0.317  -4.078  0.715
C  1.122  0.759  5.640
C  -2.581  -4.036  1.681
C  -1.364  9.857  -1.886
C  -0.717  -6.574  -6.497
C  -1.177  -7.950  -5.897
C  1.445  12.119  -1.678
C  -1.833  8.029  -0.310
H  -3.092  4.001  -0.830
H  1.730  -10.826  5.390
H  -4.599  4.655  -1.567
H  3.326  -7.724  7.269
H  0.020  -3.522  1.590
H  -0.323  -8.379  -5.373
H  1.758  13.051  -2.150
H  -2.147  -6.217  -8.032
H  1.444  2.476  -3.397
H  -1.377  -4.748  -7.583
H  2.649  -8.106  4.514
H  0.112  -6.659  -7.200
H  2.828  -10.172  7.219
H  0.491  -1.190  6.486
H  0.370  -3.961  -0.123
H  -2.545  -5.427  -6.419
H  -4.430  4.901  0.050
H  1.891  1.423  6.036
H  -2.672  -5.062  2.038
H  -2.192  10.309  -1.340
H  0.198  0.762  -4.340
H  0.726  9.720  -1.900
H  0.190  10.544  -0.437
H  0.656  1.945  -5.709
H  -2.153  6.023  0.653
H  4.306  -8.534  6.030
H  -2.021  -7.864  -5.213
H  -1.421  10.032  -2.960
H  -1.205  6.102  -0.700
H  -1.897  -2.897  -0.049
H  -1.197  8.428  0.480
H  0.307  -5.094  -5.646
H  2.066  0.309  -6.441
H  1.410  0.416  4.647
H  2.420  1.053  -3.398
H  0.450  0.348  8.455
H  0.129  1.208  5.626
H  2.201  11.334  -1.692
H  1.430  -9.418  6.621
H  2.385  -2.073  6.531
H  -0.369  8.072  -1.701
H  2.238  0.382  8.573
H  1.265  12.397  -0.639
H  3.636  2.112  -5.003
H  -2.375  -3.427  2.561
H  -2.832  8.462  -0.276
H  1.245  -1.090  8.703
H  -0.091  -5.109  0.986
H  -3.609  -3.777  1.426
H  -1.687  -4.644  -1.255
H  -1.548  -8.527  -6.745

Results of the Mulliken charge analysis, in e, for atoms 1 through 2:
1 O -0.339
2 O -0.551